Entry 1:
Molecular formula: C45H61F19NO15
Method: DFT, ωB97M-V with the def2-TZVPD basis set

Atoms and positions in Å:
C 0.897 -0.377 1.350
C 0.203 -1.432 0.477
C 1.031 -1.856 -0.743
C 2.147 -2.880 -0.355
C 3.444 -2.666 -1.154
C 1.595 -4.284 -0.242
C 1.446 -4.805 1.031
C 0.823 -6.027 1.252
C 0.719 -6.466 2.697
O 1.604 -7.014 3.256
O -0.471 -6.128 3.241
C -0.547 -4.857 3.933
C -1.562 -3.962 3.228
C -2.349 -3.061 4.184
C -3.257 -2.095 3.425
O -4.576 -2.636 3.202
C -4.705 -3.413 2.097
O -4.791 -2.988 0.990
C 0.316 -6.736 0.147
C -0.487 -8.019 0.365
F -0.471 -8.346 1.671
F 0.080 -9.056 -0.294
C -1.993 -7.865 -0.069
F -2.760 -7.769 1.033
F -2.373 -8.946 -0.780
C 0.519 -6.235 -1.141
C -0.041 -6.953 -2.348
C -1.213 -6.137 -2.974
C 0.968 -7.428 -3.423
C 2.240 -8.123 -2.919
C 2.018 -9.608 -2.542
N 1.160 -5.038 -1.298
C 1.368 -4.510 -2.648
C 2.704 -4.949 -3.228
O 3.574 -5.434 -2.572
H 1.607 -0.863 2.027
H 1.461 0.329 0.741
H 0.180 0.144 1.976
H -0.729 -1.004 0.099
H -0.046 -2.309 1.081
H 0.329 -2.298 -1.452
H 1.524 -0.991 -1.187
H 2.414 -2.606 0.668
H 3.273 -2.480 -2.214
H 3.913 -1.765 -0.756
H 4.155 -3.479 -1.025
H 1.814 -4.223 1.867
H -0.842 -5.044 4.965
H 0.442 -4.393 3.942
H -2.250 -4.610 2.679
H -1.040 -3.309 2.524
H -2.954 -3.672 4.857
H -1.660 -2.468 4.792
H -2.814 -1.859 2.453
H -3.413 -1.178 3.986
H -4.743 -4.493 2.305
H -2.148 -6.965 -0.668
H -0.485 -7.885 -2.012
H -2.093 -6.773 -3.070
H -0.963 -5.746 -3.959
H -1.509 -5.319 -2.312
H 0.427 -8.180 -4.005
H 1.179 -6.632 -4.143
H 2.674 -7.615 -2.060
H 2.948 -8.104 -3.749
H 2.022 -9.739 -1.461
H 2.846 -10.213 -2.911
H 1.088 -10.006 -2.949
H 1.322 -3.428 -2.653
H 0.592 -4.858 -3.323
H 2.817 -4.769 -4.311
C -2.015 0.533 -7.130
C -0.827 0.990 -6.316
O -0.234 -0.105 -5.566
C 0.516 -0.939 -6.256
O 0.792 -0.914 -7.415
C 1.080 -2.016 -5.305
F 0.124 -2.569 -4.532
F 1.994 -1.488 -4.471
F 1.662 -3.000 -5.982
H -2.756 0.058 -6.489
H -2.473 1.390 -7.620
H -1.721 -0.183 -7.896
H -1.129 1.707 -5.556
H -0.058 1.452 -6.933
C -1.752 4.883 5.101
C -0.558 4.567 5.972
O 0.202 3.445 5.458
C 0.981 3.694 4.424
O 1.143 4.736 3.861
C 1.733 2.408 4.021
F 0.893 1.367 3.904
F 2.650 2.099 4.943
F 2.348 2.572 2.854
H -2.387 4.004 4.991
H -2.337 5.682 5.555
H -1.445 5.206 4.107
H -0.873 4.251 6.963
H 0.104 5.424 6.084
C 4.147 7.878 2.789
C 2.865 7.583 3.535
O 2.430 8.716 4.322
C 1.855 9.700 3.654
O 1.633 9.756 2.481
C 1.442 10.817 4.636
F 2.454 11.150 5.444
F 0.418 10.406 5.395
F 1.064 11.901 3.967
H 4.927 8.194 3.482
H 4.482 6.983 2.266
H 4.006 8.672 2.058
H 3.015 6.785 4.258
H 2.061 7.279 2.867
C 3.129 14.925 4.017
C 2.126 14.728 2.901
O 1.942 15.933 2.128
C 2.900 16.222 1.264
O 3.889 15.592 1.037
C 2.543 17.525 0.515
F 2.186 18.488 1.370
F 1.519 17.302 -0.319
F 3.581 17.951 -0.194
H 2.829 15.757 4.654
H 3.189 14.021 4.622
H 4.120 15.143 3.623
H 1.143 14.504 3.307
H 2.410 13.912 2.238
C -5.415 -4.736 -2.782
C -6.396 -4.651 -3.929
O -6.328 -3.368 -4.587
C -5.288 -3.178 -5.377
O -4.397 -3.944 -5.606
C -5.377 -1.779 -6.023
F -5.616 -0.840 -5.103
F -6.361 -1.754 -6.924
F -4.232 -1.485 -6.636
H -5.579 -3.928 -2.069
H -5.528 -5.689 -2.264
H -4.390 -4.659 -3.146
H -7.420 -4.731 -3.574
H -6.230 -5.439 -4.663

total charge	+1
largest force on an atom	0.9	eV/Å
HOMO energy	-12.0	eV
frontier orbital gap	0.2906	Ha

Entry 2:
Molecular formula: C45H61N5O7PS2W
Method: DFT, ωB97M-V with the def2-TZVPD basis set

Atoms and positions in Å:
W -0.391 -0.278 -0.337
C -0.403 1.633 5.398
N -0.416 0.208 5.096
C 0.158 -0.700 6.072
C -0.739 -0.179 3.844
O -1.080 0.603 2.976
C -0.657 -1.694 3.594
O -0.915 -2.110 2.258
C -2.249 -2.463 1.990
C -2.960 -1.338 1.243
O -2.324 -0.405 0.754
N -4.303 -1.346 1.211
C -5.113 -2.527 1.420
C -5.009 -0.223 0.607
H -0.773 1.798 6.410
H -1.058 2.127 4.685
H 0.601 2.043 5.286
H 0.315 -0.166 7.005
H 1.121 -1.094 5.735
H -0.507 -1.542 6.277
H -1.336 -2.208 4.286
H 0.356 -2.039 3.814
H -2.760 -2.695 2.929
H -2.233 -3.355 1.359
H -4.519 -3.358 1.789
H -5.572 -2.825 0.474
H -5.909 -2.314 2.136
H -4.319 0.602 0.459
H -5.813 0.090 1.276
H -5.433 -0.498 -0.359
C 3.489 -1.125 -4.699
C 2.778 -2.314 -4.071
O 1.365 -2.138 -4.123
P 0.472 -1.645 -2.815
S -1.292 -2.293 -1.269
S 1.469 0.001 -2.055
O -0.718 -0.988 -3.692
C -0.452 -0.222 -4.875
C -1.383 0.974 -4.920
H 4.559 -1.319 -4.771
H 3.323 -0.234 -4.098
H 3.099 -0.948 -5.702
H 3.104 -2.445 -3.033
H 3.003 -3.226 -4.628
H -0.608 -0.867 -5.742
H 0.587 0.113 -4.872
H -2.413 0.658 -4.756
H -1.304 1.463 -5.891
H -1.121 1.683 -4.136
O 2.250 0.860 2.356
C 2.306 -0.209 1.783
N 3.317 -1.118 1.984
C 3.140 -2.339 1.235
C 1.857 -1.958 0.475
O 1.371 -2.640 -0.406
N 1.393 -0.747 0.873
C 4.189 -2.625 0.171
C 4.972 -1.603 -0.353
C 5.861 -1.866 -1.385
C 5.963 -3.143 -1.912
C 5.163 -4.159 -1.407
C 4.280 -3.904 -0.370
C 2.950 -3.529 2.172
C 3.956 -3.826 3.087
C 3.821 -4.894 3.958
C 2.669 -5.669 3.940
C 1.669 -5.383 3.025
C 1.811 -4.326 2.134
H 4.152 -0.862 2.480
H 4.876 -0.599 0.040
H 6.466 -1.064 -1.789
H 6.661 -3.347 -2.714
H 5.221 -5.151 -1.836
H 3.654 -4.699 0.011
H 4.859 -3.226 3.118
H 4.618 -5.129 4.652
H 2.555 -6.494 4.631
H 0.770 -5.986 2.992
H 1.036 -4.121 1.408
C -4.868 4.376 -2.820
C -4.247 3.035 -2.523
C -4.923 1.869 -2.849
C -4.316 0.641 -2.598
C -4.975 -0.654 -2.998
C -3.078 0.614 -1.993
C -2.377 1.764 -1.571
C -3.003 2.983 -1.907
N -1.179 1.598 -0.892
C -0.414 2.785 -0.470
C 0.130 3.562 -1.686
C 0.947 4.771 -1.224
C 2.153 4.295 -0.413
C 1.656 3.518 0.807
C 0.830 4.452 1.688
C -0.390 4.913 0.892
C 0.056 5.670 -0.363
C -1.218 3.688 0.494
C 0.802 2.327 0.354
H -5.894 4.254 -3.164
H -4.308 4.900 -3.596
H -4.880 5.005 -1.929
H -5.903 1.914 -3.310
H -6.057 -0.543 -3.070
H -4.730 -1.443 -2.284
H -4.605 -0.980 -3.973
H -2.594 -0.338 -1.871
H -2.540 3.936 -1.708
H -0.683 3.890 -2.334
H 0.757 2.875 -2.263
H 1.294 5.331 -2.099
H 2.750 5.152 -0.087
H 2.786 3.653 -1.033
H 2.506 3.132 1.376
H 1.434 5.312 1.993
H 0.510 3.923 2.591
H -1.001 5.577 1.511
H 0.593 6.581 -0.081
H -0.823 5.974 -0.941
H -2.161 4.010 0.064
H -1.457 3.089 1.379
H 0.448 1.792 1.242
H 1.450 1.679 -0.236

<S²>	0.770
largest force on an atom	3.7	eV/Å
multiplicity	2
energy relative to the best compared isomer or geometry (same formula, charge and spin)	0.0	kcal per mole
HOMO energy (spin up / spin down)	-5.9 / -6.1	eV
frontier orbital gap (spin up / spin down)	0.1930 / 0.2053	Ha

Entry 3:
Molecular formula: C45H62AsN5O4TeTi
Method: DFT, ωB97M-V with the def2-TZVPD basis set

Atoms and positions in Å:
Ti -0.569 1.024 -0.479
N 1.271 -0.035 1.153
C 2.015 1.014 1.848
C 2.086 0.784 3.382
C 3.485 0.822 4.007
C 3.950 2.221 4.389
N 4.019 3.093 3.227
C 5.066 3.349 2.484
N 4.874 4.025 1.341
N 6.306 2.951 2.803
C 1.403 2.374 1.466
O 1.905 3.422 1.912
O 0.426 2.355 0.671
H 0.411 -0.170 1.689
H 1.774 -0.915 1.212
H 3.037 1.024 1.443
H 1.667 -0.208 3.560
H 1.415 1.466 3.909
H 4.209 0.351 3.334
H 3.487 0.222 4.920
H 4.895 2.215 4.936
H 3.221 2.676 5.064
H 3.073 3.302 2.782
H 3.953 4.381 1.128
H 5.640 4.308 0.759
H 6.481 2.443 3.650
H 7.101 3.285 2.288
C -3.156 -5.009 1.541
C -2.675 -3.591 1.426
C -2.645 -2.745 2.531
C -2.177 -1.433 2.452
C -1.911 -0.656 3.692
O -0.980 0.122 3.761
C -2.794 -0.905 4.879
C -2.312 -1.634 5.958
C -3.118 -1.839 7.068
C -4.398 -1.307 7.105
C -4.877 -0.578 6.027
C -4.081 -0.384 4.909
C -1.819 -0.925 1.201
O -1.468 0.356 1.032
C -1.786 -1.773 0.092
C -2.201 -3.094 0.214
C -1.234 -1.167 -1.146
N -1.798 -0.075 -1.686
C -3.245 0.117 -1.516
C -4.076 -1.022 -2.073
Te -3.820 -1.481 -4.148
C -3.082 -3.418 -3.806
C -2.007 -3.872 -4.562
C -1.502 -5.149 -4.368
C -2.053 -5.979 -3.404
C -3.130 -5.533 -2.653
C -3.653 -4.266 -2.863
C -0.184 -1.911 -1.864
C -0.053 -1.770 -3.248
C 0.831 -2.574 -3.949
C 1.587 -3.531 -3.287
C 1.460 -3.683 -1.912
C 0.584 -2.880 -1.204
H -3.515 -5.218 2.548
H -2.358 -5.717 1.316
H -3.975 -5.207 0.848
H -2.953 -3.124 3.497
H -1.308 -2.040 5.933
H -2.743 -2.410 7.907
H -5.021 -1.461 7.975
H -5.875 -0.163 6.054
H -4.458 0.177 4.065
H -2.163 -3.741 -0.657
H -3.508 1.061 -1.990
H -3.506 0.221 -0.450
H -5.131 -0.815 -1.911
H -3.841 -1.949 -1.557
H -1.545 -3.224 -5.294
H -0.667 -5.491 -4.965
H -1.653 -6.971 -3.250
H -3.582 -6.182 -1.914
H -4.522 -3.952 -2.297
H -0.700 -1.068 -3.760
H 0.906 -2.474 -5.025
H 2.265 -4.166 -3.842
H 2.035 -4.439 -1.394
H 0.467 -3.020 -0.136
C 0.393 1.452 -4.667
C 1.618 1.952 -3.922
As 1.749 1.379 -2.062
C 2.934 -0.183 -2.127
C 4.418 0.033 -1.877
C 3.019 2.741 -1.430
C 2.549 4.183 -1.335
H 0.212 2.057 -5.556
H -0.507 1.492 -4.048
H 0.518 0.421 -4.995
H 1.630 3.046 -3.885
H 2.547 1.641 -4.409
H 2.778 -0.619 -3.115
H 2.526 -0.895 -1.412
H 4.875 0.706 -2.603
H 4.943 -0.921 -1.953
H 4.619 0.433 -0.882
H 3.857 2.662 -2.132
H 3.399 2.401 -0.462
H 2.116 4.543 -2.269
H 3.405 4.834 -1.132
H 1.816 4.327 -0.542
C -1.393 4.660 -2.803
C -0.883 3.996 -1.523
C -0.980 4.975 -0.359
C -1.634 2.687 -1.261
H -0.871 5.599 -3.001
H -2.457 4.885 -2.720
H -1.262 4.011 -3.670
H 0.181 3.774 -1.686
H -2.018 5.293 -0.227
H -0.389 5.873 -0.552
H -0.639 4.535 0.575
H -2.092 2.351 -2.195
H -2.452 2.855 -0.543

total charge	+1
<S²>	0.764
largest force on an atom	0.6	eV/Å
multiplicity	2
energy relative to the best compared isomer or geometry (same formula, charge and spin)	3.0	kcal per mole
HOMO energy (spin up / spin down)	-9.2 / -9.4	eV
frontier orbital gap (spin up / spin down)	0.2581 / 0.2343	Ha

Result set for electronic energy: -131484.06663, -102226.19126, -154556.25509 eV, one per record in the order listed.